109
Properties=species:S:1:pos:R:3 method="wB97M-V/def2-TZVPD" charge=+1 homo_lumo_gap_ev=6.639 e_lumo_ev=-4.25 largest_force_ev_per_a=3.87
F 4.39675 -1.84203 -7.06941
C 4.62860 -0.83653 -6.14984
C 5.90673 -0.29477 -6.06352
C 6.09400 0.76327 -5.17622
F 7.36041 1.27372 -5.06803
C 5.11484 1.21711 -4.32199
C 3.83936 0.57703 -4.34163
C 2.78811 1.14702 -3.51833
C 1.60126 0.55385 -3.29383
C 0.37031 1.24828 -2.75058
C -0.65214 1.17596 -3.95441
C -1.68361 2.08577 -4.16450
C -2.46837 2.06713 -5.34490
F -3.58901 2.88474 -5.40903
C -2.24945 1.20246 -6.41317
C -1.16409 0.37591 -6.23256
F -0.76368 -0.36906 -7.31160
C -0.47651 0.24933 -5.01506
C 3.58415 -0.47072 -5.29545
H 6.70228 -0.61099 -6.73729
H 5.28375 2.06222 -3.65569
H 3.08533 2.06069 -2.97318
H 1.52905 -0.50937 -3.44271
H 0.56722 2.33552 -2.54439
H -1.89397 2.89869 -3.44014
H -2.91657 1.16498 -7.27449
H 0.25919 -0.57048 -4.97910
H 2.60894 -0.98610 -5.38776
C -3.59626 -0.00766 3.67072
C -2.83895 0.60236 4.83919
C -3.90405 1.37418 5.63307
C -2.32616 -0.48911 5.77822
C -1.66658 1.54209 4.33826
C -1.73870 2.86102 4.85560
C -0.64372 3.73884 4.84629
C 0.55931 3.28227 4.33785
C 0.69408 1.96478 3.83967
C 2.18094 1.52358 3.72628
C 2.34724 0.07220 3.36085
C 2.83045 1.67139 5.09982
C 2.90061 2.42590 2.72112
C -0.47407 1.20852 3.56910
N -0.44878 0.11418 2.64174
C -0.26531 0.11307 1.26468
B 0.21720 1.11250 0.18001
H 0.21381 0.78497 -1.57708
N -0.69991 -1.11242 0.80113
C -0.77377 -1.59616 -0.57274
C 0.29097 -2.35830 -1.11178
C 1.37126 -3.13824 -0.25957
C 2.53736 -3.63206 -1.12294
C 0.68689 -4.36193 0.34471
C 2.01836 -2.26886 0.80434
C 0.37258 -2.48562 -2.49896
C -0.62999 -1.97476 -3.35057
C -1.81002 -1.56432 -2.74435
C -1.89566 -1.27934 -1.37387
C -3.19902 -0.53975 -0.91570
C -3.02466 0.94416 -1.20259
C -3.57387 -0.73970 0.53224
C -4.39116 -0.99770 -1.75343
C -1.04292 -1.88484 1.90237
C -0.75406 -1.18816 3.01535
H -3.04465 -0.81411 3.17387
H -4.52585 -0.46680 4.03768
H -3.88066 0.75994 2.93405
H -3.48940 1.80102 6.54741
H -4.35750 2.15572 5.01378
H -4.70933 0.69095 5.93326
H -1.61829 -0.07714 6.50569
H -3.17581 -0.88197 6.34579
H -1.88837 -1.33808 5.25317
H -2.64451 3.24752 5.35426
H -0.75457 4.78996 5.22244
H 1.45374 3.91703 4.41154
H 3.41899 -0.13769 3.32837
H 1.96359 -0.15195 2.36689
H 1.91416 -0.60607 4.11154
H 2.87649 2.69996 5.44373
H 2.28714 1.08235 5.84186
H 3.85372 1.29921 5.08728
H 2.89160 3.46508 3.06225
H 3.95202 2.13057 2.59622
H 2.40802 2.38208 1.74551
H -0.36035 2.17175 0.20295
H 1.45144 1.21709 0.34333
H 3.03138 -2.81254 -1.66387
H 3.29179 -4.07064 -0.46175
H 2.21903 -4.41091 -1.82595
H -0.08558 -4.08918 1.06391
H 0.23649 -4.96457 -0.45478
H 1.42843 -4.97051 0.87184
H 1.29378 -2.00056 1.57477
H 2.83951 -2.80886 1.30133
H 2.43603 -1.36751 0.33134
H 1.26715 -2.92672 -2.93089
H -0.50369 -2.00155 -4.44268
H -2.71303 -1.44634 -3.37097
H -2.85875 1.10187 -2.27538
H -3.94208 1.47616 -0.92257
H -2.16870 1.35222 -0.66387
H -3.70576 -1.79195 0.79903
H -2.84937 -0.25765 1.17928
H -4.52781 -0.24898 0.73997
H -4.52509 -2.08382 -1.72830
H -5.30120 -0.53464 -1.35831
H -4.31983 -0.66785 -2.78869
H -1.37659 -2.89868 1.85441
H -0.57403 -1.48391 4.01908